[1]
15
Properties=species:S:1:pos:R:3 method="wB97M-V/def2-TZVPD" smiles=COC(C)C de_lowest_ev=0.596 e_homo_ev=-9.6 orbital_gap_ev=10.79
C 1.976 -0.371 -0.504
O 0.714 -0.819 -0.091
C -0.278 0.200 -0.035
C -1.491 -0.308 -0.800
C -0.596 0.523 1.420
H 2.650 -1.230 -0.463
H 2.372 0.423 0.149
H 1.953 0.011 -1.537
H 0.105 1.109 -0.527
H -1.859 -1.229 -0.333
H -1.214 -0.535 -1.834
H -2.301 0.431 -0.804
H -1.376 1.290 1.486
H 0.295 0.886 1.943
H -0.949 -0.380 1.930

[2]
15
Properties=species:S:1:pos:R:3 method="wB97M-V/def2-TZVPD" smiles=CCCOC de_lowest_ev=0.919 e_homo_ev=-9.9 orbital_gap_ev=11.03
C 2.293 0.221 -0.020
C 0.991 0.052 0.750
C -0.189 -0.078 -0.174
C -2.546 -0.199 -0.233
H 2.486 -0.616 -0.722
H 2.218 1.118 -0.686
H 3.120 0.296 0.669
H 1.013 -0.851 1.368
H 0.955 0.973 1.440
H -0.184 0.700 -0.961
H -0.139 -1.028 -0.698
H -2.538 0.512 -1.113
H -3.408 0.121 0.429
H -2.678 -1.209 -0.644
O -1.393 -0.013 0.596

[3]
15
Properties=species:S:1:pos:R:3 method="wB97M-V/def2-TZVPD" smiles=CCCCO de_lowest_ev=0.642 e_homo_ev=-10.2 orbital_gap_ev=11.20
C -1.789 -0.663 -0.227
C -0.955 0.534 0.250
C 0.420 0.603 -0.375
C 1.402 -0.369 0.328
H -1.983 -0.617 -1.335
H -2.825 -0.544 0.237
H -1.337 -1.651 0.030
H -0.825 0.480 1.373
H -1.537 1.479 0.028
H 0.323 0.416 -1.478
H 0.813 1.598 -0.202
H 1.382 -0.061 1.435
H 1.145 -1.456 0.311
H 3.081 0.565 -0.113
O 2.685 -0.315 -0.260

[4]
15
Properties=species:S:1:pos:R:3 method="wB97M-V/def2-TZVPD" smiles="C=C.CCO" de_lowest_ev=1.663 e_homo_ev=-10.2 orbital_gap_ev=11.22
C 2.333 0.694 -0.151
C 1.973 -0.539 0.145
H 2.673 1.401 0.594
H 2.235 1.075 -1.160
H 1.955 -0.901 1.171
H 1.804 -1.354 -0.550
C -1.853 -0.258 0.434
O -1.678 -1.596 -0.058
C -1.154 0.761 -0.448
H -1.540 -0.238 1.480
H -2.933 -0.123 0.376
H -0.850 -1.937 0.287
H -0.286 0.291 -0.897
H -0.867 1.685 0.052
H -1.812 1.038 -1.275

[5]
15
Properties=species:S:1:pos:R:3 method="wB97M-V/def2-TZVPD" smiles="C=O.CCC" de_lowest_ev=1.173 e_homo_ev=-10.3 orbital_gap_ev=11.08
O 1.117 1.038 -2.069
C 0.505 2.049 -2.259
H 0.702 3.005 -1.744
H -0.316 2.069 -3.005
C -0.890 0.213 0.334
C -0.591 -0.977 1.266
C 0.772 -1.576 0.957
H -0.855 -0.112 -0.699
H -1.811 0.731 0.615
H -0.124 0.980 0.470
H -0.547 -0.571 2.274
H -1.404 -1.696 1.198
H 0.925 -2.537 1.455
H 1.559 -0.922 1.324
H 0.958 -1.693 -0.116

[6]
15
Properties=species:S:1:pos:R:3 method="wB97M-V/def2-TZVPD" smiles="C=C.CCO" de_lowest_ev=2.744 e_homo_ev=-10.3 orbital_gap_ev=11.24
C 1.529 -1.772 4.433
C 1.900 -2.749 5.249
H 0.688 -1.454 3.834
H 1.980 -0.866 4.881
H 1.534 -3.719 5.014
H 2.849 -2.800 5.797
C -0.816 1.796 -3.459
O 0.137 1.188 -2.487
C -2.211 1.227 -3.174
H -0.691 2.842 -3.373
H -0.461 1.498 -4.516
H 1.015 1.349 -2.881
H -2.410 1.408 -2.071
H -2.995 1.886 -3.755
H -2.047 0.167 -3.493

[7]
15
Properties=species:S:1:pos:R:3 method="wB97M-V/def2-TZVPD" smiles=CCCCO de_lowest_ev=0.586 e_homo_ev=-10.3 orbital_gap_ev=11.30
C -0.101 -0.135 -2.194
C -0.293 -0.553 -0.735
C 0.544 0.227 0.269
C -0.110 0.139 1.633
O 0.743 0.729 2.589
H 0.681 0.615 -2.359
H 0.051 -0.960 -2.897
H -1.057 0.327 -2.406
H -1.352 -0.342 -0.497
H -0.172 -1.633 -0.594
H 0.616 1.282 -0.027
H 1.570 -0.157 0.328
H -1.088 0.651 1.593
H -0.315 -0.922 1.861
H 0.284 0.732 3.437

[8]
15
Properties=species:S:1:pos:R:3 method="wB97M-V/def2-TZVPD" smiles=COC(C)C de_lowest_ev=3.847 e_homo_ev=-9.8 orbital_gap_ev=10.88
C 1.914 -0.085 0.030
C -0.367 -0.101 0.379
C -1.268 -1.116 0.014
C -0.718 1.436 -0.155
H 1.936 1.026 0.346
H 2.817 -0.627 -0.553
H 2.051 -0.559 1.091
H -0.097 -0.359 1.413
H -2.355 -1.082 0.242
H -0.951 -2.082 0.060
H -1.183 -1.209 -1.192
H -0.005 2.316 0.220
H -0.597 1.009 -1.314
H -1.873 1.902 -0.031
O 0.695 -0.469 -0.552

[9]
15
Properties=species:S:1:pos:R:3 method="wB97M-V/def2-TZVPD" smiles=COC(C)C de_lowest_ev=1.242 e_homo_ev=-9.7 orbital_gap_ev=10.82
C 2.079 -0.253 0.057
C -0.295 -0.224 0.219
C -1.569 -1.015 -0.059
C -0.588 1.294 -0.178
H 2.159 0.921 0.147
H 2.877 -0.502 -0.758
H 2.330 -0.744 1.095
H -0.105 -0.216 1.311
H -2.372 -0.725 0.633
H -1.375 -2.117 -0.131
H -1.972 -0.741 -1.075
H 0.216 2.037 0.059
H -0.766 1.372 -1.270
H -1.493 1.593 0.450
O 0.873 -0.679 -0.501

[10]
15
Properties=species:S:1:pos:R:3 method="wB97M-V/def2-TZVPD" smiles=CC[C@@H](C)O de_lowest_ev=0.318 e_homo_ev=-10.2 orbital_gap_ev=11.23
C -1.637 -1.052 0.478
C -0.718 -0.374 -0.542
C 0.602 0.067 0.106
C 1.470 1.039 -0.713
O 0.252 0.675 1.345
H -1.805 -0.377 1.320
H -1.186 -1.969 0.876
H -2.607 -1.311 0.041
H -0.503 -1.061 -1.373
H -1.228 0.496 -0.976
H 1.185 -0.849 0.305
H 2.291 0.536 -1.235
H 0.892 1.615 -1.445
H 1.920 1.769 -0.027
H 1.071 0.797 1.840

[11]
15
Properties=species:S:1:pos:R:3 method="wB97M-V/def2-TZVPD" smiles=CC(C)(C)O de_lowest_ev=0.560 e_homo_ev=-10.1 orbital_gap_ev=11.01
C -1.553 -0.262 -0.228
C -0.073 -0.013 0.250
C 0.449 1.337 -0.282
C 0.892 -1.117 -0.212
H -2.167 0.618 0.082
H -1.909 -1.144 0.316
H -1.528 -0.376 -1.350
H 0.265 1.566 -1.343
H 1.575 1.527 -0.221
H -0.071 2.066 0.400
H 0.557 -2.164 0.039
H 1.916 -0.876 0.091
H 1.012 -1.079 -1.289
H 0.762 -0.167 2.105
O -0.127 0.085 1.640

[12]
15
Properties=species:S:1:pos:R:3 method="wB97M-V/def2-TZVPD" de_lowest_ev=3.641 e_homo_ev=-8.7 orbital_gap_ev=9.58
C 0.736 2.101 -0.206
C 0.264 0.808 0.428
C -0.487 -0.145 -0.441
C -0.458 -1.520 0.185
O -1.342 -2.337 -0.548
H 0.708 2.225 -1.293
H 0.744 3.026 0.379
H 1.565 1.347 0.124
H 1.402 0.090 0.742
H -0.105 0.978 1.429
H -0.048 -0.175 -1.449
H -1.524 0.186 -0.558
H 0.573 -1.912 0.171
H -0.757 -1.439 1.245
H -1.270 -3.233 -0.207

[13]
15
Properties=species:S:1:pos:R:3 method="wB97M-V/def2-TZVPD" smiles=CC[C@@H](C)O de_lowest_ev=0.139 e_homo_ev=-10.3 orbital_gap_ev=11.29
C 2.014 0.072 -0.156
C 0.665 -0.597 0.094
C -0.518 0.354 -0.053
C -1.839 -0.397 -0.182
O -0.501 1.194 1.095
H 2.160 0.918 0.523
H 2.076 0.447 -1.185
H 2.838 -0.634 -0.009
H 0.532 -1.441 -0.594
H 0.625 -1.004 1.113
H -0.370 0.966 -0.960
H -1.862 -0.973 -1.115
H -1.973 -1.089 0.656
H -2.692 0.293 -0.195
H -1.157 1.890 0.967

[14]
15
Properties=species:S:1:pos:R:3 method="wB97M-V/def2-TZVPD" smiles="[H][H].CC=O.C=C" de_lowest_ev=2.447 e_homo_ev=-9.9 orbital_gap_ev=11.04
C 2.057 0.377 0.486
C 1.551 -0.766 -0.356
O 0.890 -1.679 0.078
C -1.862 -0.799 0.590
C -2.384 0.303 0.063
H 2.257 1.264 -0.120
H 2.997 0.077 0.965
H 1.338 0.611 1.273
H 0.149 1.342 -1.623
H 1.840 -0.748 -1.428
H -1.382 -0.802 1.565
H -1.868 -1.748 0.064
H -2.357 1.258 0.582
H -2.847 0.301 -0.921
H -0.379 1.008 -1.216

[15]
15
Properties=species:S:1:pos:R:3 method="wB97M-V/def2-TZVPD" smiles=COC(C)C de_lowest_ev=0.991 e_homo_ev=-9.9 orbital_gap_ev=11.00
C -1.664 0.959 0.516
C 0.502 0.096 0.119
C 1.579 0.224 -0.928
C 0.071 -1.348 0.279
H -2.099 -0.033 0.671
H -2.471 1.638 0.101
H -1.431 1.355 1.494
H 0.893 0.502 1.054
H 2.498 -0.286 -0.735
H 1.686 1.333 -1.224
H 1.223 -0.173 -1.832
H -0.790 -1.573 0.933
H -0.386 -1.644 -0.681
H 0.904 -2.033 0.572
O -0.515 0.983 -0.341

[16]
15
Properties=species:S:1:pos:R:3 method="wB97M-V/def2-TZVPD" smiles="C=C(C)O.C" de_lowest_ev=1.849 e_homo_ev=-8.7 orbital_gap_ev=9.45
C -2.501 1.118 0.679
C 1.963 -0.580 0.529
C 0.321 0.255 -1.083
C 1.103 -0.773 -0.682
O 1.002 -1.980 -1.349
H -2.249 1.842 1.507
H -2.783 1.869 -0.052
H -3.321 0.402 1.100
H 1.751 -1.331 1.196
H 1.675 0.376 0.989
H 2.965 -0.692 0.406
H -0.395 0.286 -1.926
H -1.681 0.480 0.331
H 0.349 1.243 -0.694
H 1.800 -2.516 -0.950

[17]
16
Properties=species:S:1:pos:R:3 method="wB97M-V/def2-TZVPD" smiles=CC[C@@H](O)CO de_lowest_ev=2.506 e_homo_ev=-10.1 orbital_gap_ev=10.81
C 0.434 -0.411 1.776
C 0.377 0.758 0.742
C -0.587 0.440 -0.483
C -0.196 -0.571 -1.521
H 0.749 -1.334 1.299
H -0.525 -0.634 2.197
H 1.183 -0.210 2.635
H 1.437 1.126 0.513
H -0.136 1.685 1.163
H -1.580 0.236 -0.014
H 0.063 2.211 -1.277
H 0.666 -0.136 -2.202
H -1.092 -0.674 -2.284
H -0.386 -2.262 -0.206
O -0.774 1.650 -1.306
O 0.368 -1.873 -1.031

[18]
16
Properties=species:S:1:pos:R:3 method="wB97M-V/def2-TZVPD" de_lowest_ev=4.361 e_homo_ev=-8.0 orbital_gap_ev=8.70
C 1.854 -0.165 -0.388
C 0.439 -0.305 0.191
C -0.581 -0.410 -0.938
O -1.814 -0.876 -0.373
C 0.279 0.863 1.143
O -1.502 1.017 1.485
H 2.139 -1.064 -0.944
H 1.916 0.693 -1.070
H 2.585 -0.011 0.411
H 0.389 -1.256 0.742
H -0.241 -1.125 -1.702
H -0.717 0.572 -1.415
H -2.525 -0.721 -1.008
H -0.756 0.801 2.187
H 0.375 1.805 0.586
H -1.840 0.183 1.094

[19]
16
Properties=species:S:1:pos:R:3 method="wB97M-V/def2-TZVPD" smiles="CC=O.CCO" de_lowest_ev=1.440 e_homo_ev=-10.0 orbital_gap_ev=10.81
C -0.181 -1.719 2.179
O -1.400 -2.069 2.833
C 0.918 -1.486 3.201
H -0.009 -2.583 1.566
H -0.253 -0.850 1.528
H -1.891 -1.328 3.172
H 0.694 -2.056 4.092
H 1.905 -1.889 2.944
H 1.081 -0.449 3.494
O 1.189 1.378 -2.340
C 0.062 1.766 -2.516
C -0.440 2.303 -3.823
H -0.625 1.761 -1.654
H -0.672 3.356 -3.653
H -1.359 1.799 -4.131
H 0.296 2.121 -4.602

[20]
16
Properties=species:S:1:pos:R:3 method="wB97M-V/def2-TZVPD" smiles="C/C=C(/C)O.O" de_lowest_ev=1.719 e_homo_ev=-8.2 orbital_gap_ev=8.82
C -1.255 -1.403 -1.383
C -0.176 -0.410 -1.337
C -0.002 0.530 -0.363
O -0.612 0.285 0.805
C 0.991 1.658 -0.327
H -2.128 -1.187 -2.007
H -1.640 -1.577 -0.353
H -0.904 -2.395 -1.752
H 0.588 -0.249 -2.120
H -0.589 1.102 1.442
H 0.413 2.592 -0.451
H 1.878 1.709 -1.012
H 1.441 1.656 0.703
H 1.274 -0.368 2.880
H 0.362 -1.245 2.226
O 0.358 -0.699 3.050

[21]
16
Properties=species:S:1:pos:R:3 method="wB97M-V/def2-TZVPD" smiles=OCCCCO de_lowest_ev=1.683 e_homo_ev=-9.8 orbital_gap_ev=10.54
O 0.038 1.128 -1.813
C 1.111 1.022 -0.809
C 0.335 1.048 0.500
C 0.121 -0.302 1.213
C -0.941 -1.140 0.524
O -0.514 -1.431 -0.809
H -0.372 0.242 -1.803
H 1.679 0.109 -1.011
H 1.737 1.911 -0.934
H -0.533 1.359 -0.190
H 0.634 1.835 1.213
H -0.219 -0.142 2.246
H 1.038 -0.911 1.292
H -1.884 -0.573 0.503
H -1.108 -2.079 1.068
H -1.122 -2.077 -1.188

[22]
16
Properties=species:S:1:pos:R:3 method="wB97M-V/def2-TZVPD" smiles=COCCCO de_lowest_ev=1.293 e_homo_ev=-10.0 orbital_gap_ev=10.94
C -2.788 -0.047 0.002
C -0.454 0.245 -0.012
C 0.838 -0.518 -0.131
C 2.054 0.358 -0.072
H -2.948 0.726 -0.785
H -3.539 -0.829 -0.127
H -2.922 0.439 0.984
H -0.526 0.796 0.958
H -0.523 0.987 -0.833
H 0.792 -1.047 -1.112
H 0.909 -1.297 0.625
H 1.971 1.030 0.805
H 2.088 1.021 -0.942
H 3.304 -0.849 0.774
O -1.533 -0.659 -0.077
O 3.277 -0.357 -0.058

[23]
16
Properties=species:S:1:pos:R:3 method="wB97M-V/def2-TZVPD" smiles=C[C@@H](O)CCO de_lowest_ev=0.593 e_homo_ev=-10.0 orbital_gap_ev=10.97
C -1.983 0.278 0.290
C -0.473 0.145 0.423
O -0.157 -1.133 0.994
C 0.258 0.368 -0.903
C 1.780 0.266 -0.789
O 2.208 -1.004 -0.353
H -2.454 0.061 1.253
H -2.283 1.280 -0.038
H -2.358 -0.445 -0.446
H -0.096 0.864 1.162
H -0.383 -1.807 0.335
H -0.013 1.360 -1.291
H -0.099 -0.369 -1.639
H 2.156 1.066 -0.127
H 2.239 0.425 -1.770
H 1.707 -1.190 0.457

[24]
16
Properties=species:S:1:pos:R:3 method="wB97M-V/def2-TZVPD" de_lowest_ev=4.231 e_homo_ev="-8.5 / -8.5" orbital_gap_ev="7.88 / 7.89"
C -1.788 0.023 0.310
C -0.347 0.362 0.374
O 0.209 -1.324 1.628
C 0.319 0.919 -0.865
C 1.660 0.208 -0.830
O 1.267 -1.076 -0.493
H -2.183 -0.367 1.248
H -2.304 0.965 0.061
H -1.984 -0.670 -0.514
H 0.020 0.775 1.307
H -0.358 -2.074 1.395
H 0.308 2.022 -0.801
H -0.237 0.604 -1.753
H 2.327 0.696 -0.088
H 2.181 0.254 -1.801
H 0.910 -1.315 0.822

[25]
16
Properties=species:S:1:pos:R:3 method="wB97M-V/def2-TZVPD" smiles=OCCCCO de_lowest_ev=1.111 e_homo_ev=-10.0 orbital_gap_ev=10.94
C 0.020 -1.411 -0.539
O 1.265 -1.206 -1.232
C 0.077 -0.857 0.896
C -0.318 0.625 1.022
C -0.045 1.518 -0.176
O -1.193 1.435 -1.061
H -0.693 -0.872 -1.128
H -0.231 -2.475 -0.510
H 1.887 -1.859 -0.899
H 1.118 -0.966 1.195
H -0.472 -1.483 1.588
H 0.207 1.023 1.883
H -1.382 0.682 1.218
H 0.841 1.177 -0.701
H -0.011 2.550 0.171
H -1.071 2.119 -1.728

[26]
16
Properties=species:S:1:pos:R:3 method="wB97M-V/def2-TZVPD" smiles="CC(C)C=O.O" de_lowest_ev=1.017 e_homo_ev=-9.9 orbital_gap_ev=10.76
C 0.644 -0.562 0.280
C -0.091 0.692 0.662
C -1.576 0.515 0.935
C 0.243 1.849 -0.294
O 1.740 -0.871 0.665
H 0.091 -1.259 -0.387
H 0.448 1.006 1.544
H -2.217 1.125 0.292
H -1.807 0.728 1.973
H -1.887 -0.505 0.672
H 0.189 2.812 0.206
H -0.370 1.902 -1.193
H 1.307 1.840 -0.570
H 0.715 -3.278 -2.296
H 1.562 -2.628 -1.100
O 1.009 -3.367 -1.388

[27]
16
Properties=species:S:1:pos:R:3 method="wB97M-V/def2-TZVPD" smiles=CO[C@@H](C)CO de_lowest_ev=1.193 e_homo_ev=-10.0 orbital_gap_ev=11.00
C -1.377 -1.432 0.579
O -0.246 -0.581 0.574
C -0.271 0.482 -0.384
C -0.077 1.789 0.359
C 0.858 0.206 -1.408
O 1.019 -1.181 -1.556
H -2.193 -1.006 1.178
H -1.742 -1.623 -0.437
H -1.082 -2.390 1.023
H -1.237 0.461 -0.908
H -0.896 1.950 1.066
H -0.028 2.642 -0.326
H 0.863 1.742 0.920
H 0.608 0.629 -2.388
H 1.797 0.687 -1.080
H 0.920 -1.485 -0.639

[28]
16
Properties=species:S:1:pos:R:3 method="wB97M-V/def2-TZVPD" de_lowest_ev=4.228 e_homo_ev=-8.2 orbital_gap_ev=8.98
C 2.061 -0.595 0.402
C 0.605 -1.031 0.344
O -0.181 -0.055 -0.318
C -1.565 -0.379 -0.354
C -1.423 2.478 -0.072
O -0.647 2.281 -1.100
H 2.476 -0.444 -0.599
H 2.666 -1.367 0.893
H 2.176 0.332 0.973
H 0.211 -1.182 1.361
H 0.517 -1.984 -0.197
H -1.968 -0.454 0.664
H -1.689 -1.321 -0.891
H -1.082 1.803 0.774
H -2.148 0.397 -0.869
H -0.010 1.521 -1.011

[29]
16
Properties=species:S:1:pos:R:3 method="wB97M-V/def2-TZVPD" smiles="CC(C)=O.CO" de_lowest_ev=0.873 e_homo_ev=-9.4 orbital_gap_ev=10.06
C 1.956 1.106 -0.020
O 1.901 -0.292 0.173
H 2.797 -0.625 0.288
H 2.535 1.363 -0.912
H 2.391 1.611 0.848
H 0.931 1.447 -0.152
C -1.283 -0.428 1.250
C -1.118 -0.791 -1.245
C -1.501 0.142 -0.127
O -1.913 1.260 -0.316
H -1.824 -1.365 1.360
H -0.221 -0.635 1.370
H -1.324 -0.334 -2.210
H -0.055 -1.008 -1.161
H -1.663 -1.727 -1.158
H -1.608 0.276 2.011

[30]
16
Properties=species:S:1:pos:R:3 method="wB97M-V/def2-TZVPD" smiles=CC[C@@H](O)CO de_lowest_ev=0.623 e_homo_ev=-10.1 orbital_gap_ev=10.92
C -2.178 -0.594 -0.197
C -1.004 0.246 0.299
C 0.342 -0.319 -0.138
O 0.308 -0.518 -1.535
C 1.484 0.634 0.200
O 2.644 0.148 -0.462
H -3.126 -0.064 -0.059
H -2.054 -0.806 -1.262
H -2.243 -1.550 0.335
H -1.091 1.265 -0.100
H -1.020 0.327 1.395
H 0.524 -1.281 0.376
H 1.232 -0.654 -1.793
H 1.640 0.679 1.288
H 1.221 1.639 -0.159
H 3.261 0.880 -0.575

[31]
16
Properties=species:S:1:pos:R:3 method="wB97M-V/def2-TZVPD" smiles="CCCC=O.O" de_lowest_ev=2.312 e_homo_ev=-9.6 orbital_gap_ev=10.40
O -2.748 -0.667 -2.248
C -1.999 0.174 -1.915
C -0.529 0.008 -1.483
C -0.298 1.151 -0.335
C 1.060 1.641 -0.639
H -2.395 1.168 -1.610
H -0.319 -0.964 -1.164
H 0.113 0.539 -2.268
H -1.021 1.921 -0.295
H -0.196 0.707 0.706
H 1.740 2.075 0.107
H 1.101 2.510 -1.342
H 1.736 0.807 -1.042
H 3.144 -2.831 4.438
H 4.008 -1.767 5.117
O 3.085 -2.084 5.196

[32]
16
Properties=species:S:1:pos:R:3 method="wB97M-V/def2-TZVPD" smiles=COCCOC de_lowest_ev=1.682 e_homo_ev=-9.8 orbital_gap_ev=10.88
C -0.374 -2.183 -1.310
O -0.129 -0.919 -1.874
C -0.594 0.141 -1.071
C 0.397 0.502 0.031
O -0.243 1.406 0.895
C 0.599 1.861 1.920
H 0.034 -2.923 -2.002
H 0.109 -2.310 -0.329
H -1.452 -2.368 -1.176
H -0.752 0.998 -1.733
H -1.563 -0.106 -0.611
H 0.702 -0.400 0.585
H 1.313 0.936 -0.403
H 1.028 1.028 2.501
H 1.428 2.465 1.520
H -0.009 2.476 2.587